A 2-piece molecular cluster, C21H36FN3O10P3S overall at a distorted geometry. Source: the OMol25 dataset; level of theory: ωB97M-V/def2-TZVPD.

Calculated values
E = -3260.13982 Eh
LUMO level = -0.175 Eh
Kohn-Sham gap = 5.889 eV
Total charge = +1
F_max = 4.0 eV Å⁻¹

Each line ends with the Löwdin charge.
Cartesian coordinates (Å):
1 C 9.472 0.266 0.372  0.076
2 C 9.544 -0.686 -0.597  -0.054
3 C 8.384 -1.375 -1.187  -0.505
4 O 8.465 -2.143 -2.115  0.124
5 O 7.195 -1.153 -0.539  -0.055
6 C 6.742 -2.279 0.241  -0.170
7 C 5.552 -2.936 -0.439  -0.165
8 C 4.380 -1.971 -0.648  -0.197
9 C 3.238 -2.149 0.362  -0.202
10 C 1.927 -1.513 -0.132  -0.176
11 C 1.197 -0.775 1.017  -0.146
12 C -0.311 -0.829 0.910  -0.233
13 N -0.757 -0.832 -0.315  0.209
14 N -2.072 -0.822 -0.502  0.000
15 C -2.428 -0.755 -1.932  -0.024
16 C -2.711 0.697 -2.322  -0.337
17 C -2.072 1.083 -3.640  0.071
18 O -1.631 1.529 -2.222  -0.076
19 C -2.952 -0.845 0.488  -0.150
20 C -4.412 -0.838 0.132  -0.135
21 C -4.909 -2.283 -0.040  -0.156
22 C -6.409 -2.358 -0.222  -0.188
23 F -7.005 -2.099 1.005  -0.043
24 C -2.517 -0.904 1.835  -0.229
25 P -3.726 -1.036 3.259  0.740
26 N -3.435 -2.084 4.370  -0.293
27 C -1.156 -0.866 2.062  -0.355
28 P -0.533 -0.854 3.803  0.938
29 P 0.326 1.174 3.955  0.272
30 O -0.335 1.791 5.093  -0.282
31 O -0.022 1.924 2.569  -0.157
32 O 1.921 1.088 4.062  -0.139
33 H 9.983 0.113 1.319  0.071
34 H 8.960 1.214 0.236  0.075
35 H 10.517 -0.983 -0.978  0.120
36 H 7.561 -2.998 0.289  0.131
37 H 6.500 -1.929 1.245  0.126
38 H 5.260 -3.790 0.180  0.116
39 H 5.893 -3.325 -1.397  0.117
40 H 3.954 -2.142 -1.640  0.115
41 H 4.735 -0.939 -0.635  0.115
42 H 3.535 -1.685 1.308  0.109
43 H 3.108 -3.216 0.546  0.114
44 H 2.163 -0.778 -0.900  0.114
45 H 1.258 -2.274 -0.526  0.110
46 H 1.448 0.287 0.992  0.113
47 H 1.501 -1.231 1.954  0.071
48 H -3.313 -1.347 -2.141  0.129
49 H -1.566 -1.072 -2.503  0.137
50 H -3.690 1.115 -2.112  0.133
51 H -1.078 0.703 -3.826  0.124
52 H -2.406 2.063 -3.949  0.091
53 H -4.614 -0.216 -0.736  0.112
54 H -4.982 -0.410 0.951  0.097
55 H -4.650 -2.842 0.863  0.122
56 H -4.409 -2.812 -0.854  0.121
57 H -6.716 -3.355 -0.535  0.127
58 H -6.772 -1.632 -0.951  0.128
59 H -4.945 -1.334 2.639  0.002
60 H -3.828 0.298 3.699  0.026
61 H -2.588 -2.616 4.226  -0.056
62 H 0.557 -1.746 3.772  -0.053
63 H 0.736 2.090 1.998  0.070
64 H 2.373 1.338 3.248  0.076
65 C -4.451 5.752 -1.233  -0.152
66 C -3.066 6.034 -1.776  -0.152
67 O -2.892 5.048 -2.807  -0.193
68 S -4.296 4.745 -3.507  0.598
69 O -4.399 5.506 -4.694  -0.194
70 O -4.469 3.332 -3.505  -0.235
71 O -5.222 5.408 -2.395  -0.180
72 H -4.451 4.897 -0.553  0.131
73 H -4.896 6.610 -0.738  0.139
74 H -2.287 5.928 -1.028  0.136
75 H -3.005 7.024 -2.231  0.138

C21H36NO24S2 as an isolated structure at a distorted geometry. Source: the OMol25 dataset; level of theory: ωB97M-V/def2-TZVPD.

Calculated values
E = -3478.14291 Eh
LUMO level = 0.071 Eh
Kohn-Sham gap = 8.802 eV
Total charge = -1
F_max = 15.5 eV Å⁻¹

Each line ends with the Löwdin charge.
Cartesian coordinates (Å):
1 N 0.759 -0.386 -0.143  -0.521
2 O -0.455 -0.910 0.056  -0.127
3 O 1.212 -0.744 -1.320  -0.113
4 O 1.391 -0.268 0.872  -0.027
5 O -4.427 -3.674 -1.764  -0.237
6 S -3.275 -3.871 -1.019  0.604
7 O -3.276 -3.441 0.314  -0.252
8 O -3.114 -5.540 -0.910  -0.260
9 C -2.250 -6.031 0.091  -0.282
10 C -2.180 -7.601 -0.080  -0.058
11 C -1.887 -3.210 -1.815  -0.052
12 H -2.535 -5.864 1.110  0.104
13 H -1.246 -5.581 -0.217  0.128
14 H -2.334 -8.082 0.974  0.097
15 H -1.235 -8.094 -0.542  0.114
16 H -3.159 -7.765 -0.260  0.010
17 H -1.060 -3.355 -1.567  -0.042
18 H -2.037 -2.203 -1.748  0.055
19 H -1.903 -3.156 -2.747  0.020
20 O -4.052 4.919 -0.950  -0.247
21 S -4.913 3.842 -1.043  0.612
22 O -5.939 3.920 -2.029  -0.263
23 O -3.891 2.419 -1.081  -0.283
24 C -3.499 2.055 -2.361  -0.324
25 C -2.443 0.992 -2.218  -0.080
26 C -5.655 3.808 0.503  -0.123
27 H -2.771 3.033 -2.772  0.198
28 H -4.402 1.666 -2.876  0.126
29 H -1.959 0.733 -3.179  0.102
30 H -2.853 0.103 -1.939  0.023
31 H -1.754 1.282 -1.357  0.089
32 H -6.360 3.126 0.623  0.020
33 H -6.289 4.654 0.692  0.093
34 H -4.935 3.578 1.264  0.073
35 C 2.297 -3.432 0.539  -0.130
36 C 1.535 -3.381 1.996  -0.004
37 O 1.014 -4.705 1.974  0.166
38 C 1.634 -5.422 1.297  -0.655
39 O 1.496 -6.677 1.134  0.051
40 O 2.535 -4.781 0.443  0.004
41 H 3.424 -2.962 0.422  0.175
42 H 1.587 -3.142 -0.419  0.161
43 H 0.870 -2.628 2.299  0.109
44 H 2.347 -3.327 2.669  0.112
45 C 2.663 3.694 -1.409  -0.030
46 C 1.478 2.678 -1.812  -0.169
47 O 0.547 3.388 -2.392  0.078
48 C 0.917 4.682 -2.425  -0.563
49 O 0.265 5.579 -2.887  0.148
50 O 2.090 4.900 -1.858  0.113
51 H 3.393 3.367 -1.828  0.023
52 H 2.780 3.650 -0.330  0.115
53 H 1.028 2.273 -0.888  0.116
54 H 1.800 1.850 -2.469  0.131
55 C -2.481 1.610 2.427  -0.105
56 C -1.586 2.331 1.343  -0.054
57 O -1.131 3.450 2.073  0.063
58 C -1.491 3.478 3.355  -0.596
59 O -1.158 4.217 4.198  0.184
60 O -2.277 2.402 3.489  0.086
61 H -1.990 0.745 2.463  0.093
62 H -3.360 1.359 2.496  0.057
63 H -2.235 2.766 0.561  0.107
64 H -0.838 1.693 0.830  0.108
65 C 2.308 2.850 3.905  0.015
66 C 2.482 2.040 2.528  -0.123
67 O 3.336 2.839 1.772  0.010
68 C 3.438 4.158 2.318  -0.440
69 O 4.028 5.145 1.783  0.081
70 O 2.745 4.197 3.457  0.055
71 H 2.750 2.557 4.726  0.064
72 H 1.133 2.955 3.972  0.154
73 H 1.610 2.044 2.013  0.070
74 H 2.735 1.140 2.852  0.081
75 C 4.684 0.015 -1.702  -0.037
76 C 4.426 -1.465 -2.287  -0.076
77 O 5.539 -2.308 -1.831  0.072
78 C 6.275 -1.516 -1.125  -0.629
79 O 7.348 -1.958 -0.566  0.025
80 O 6.023 -0.233 -1.064  0.036
81 H 3.920 0.405 -0.667  0.211
82 H 4.710 0.695 -2.669  0.143
83 H 4.543 -1.584 -3.352  0.119
84 H 3.550 -1.995 -1.915  0.097

C21H36P2Pd as an isolated structure at a distorted geometry. Source: the OMol25 dataset; level of theory: ωB97M-V/def2-TZVPD.

Calculated values
E = -1631.96542 Eh
LUMO level (alpha / beta) = 0.017 / -0.033 Eh
Kohn-Sham gap (alpha / beta) = 5.365 / 5.421 eV
Total charge = 0
F_max = 3.2 eV Å⁻¹
2S+1 = 3

Each line ends with the Mulliken spin population.
Cartesian coordinates (Å):
1 P 0.472 2.211 -2.003  0.342
2 P -1.840 -0.529 -1.773  0.017
3 C -0.624 1.574 -3.410  0.207
4 C -1.937 0.935 -2.970  -0.063
5 H 0.009 0.869 -3.999  0.048
6 H -0.793 2.480 -4.031  -0.008
7 H -2.620 1.675 -2.491  0.005
8 H -2.467 0.465 -3.828  0.005
9 C -1.188 -1.748 -3.001  0.000
10 H -1.062 -2.717 -2.494  0.000
11 H -0.201 -1.447 -3.389  0.002
12 H -1.917 -1.788 -3.825  0.000
13 C -3.677 -0.598 -1.664  -0.002
14 H -4.035 -0.803 -2.682  0.000
15 H -4.030 0.403 -1.318  0.001
16 H -3.975 -1.391 -0.947  0.000
17 C 1.768 2.806 -3.156  0.031
18 H 2.613 3.235 -2.580  -0.019
19 H 1.331 3.542 -3.838  0.006
20 H 2.128 1.932 -3.731  0.001
21 C -0.619 3.598 -1.454  0.024
22 H -1.592 3.228 -1.102  0.001
23 H -0.770 4.321 -2.265  0.002
24 H -0.147 4.073 -0.574  -0.013
25 Pd 1.016 -0.466 2.047  0.052
26 C -1.264 -1.048 0.550  0.016
27 C 0.094 -1.319 0.134  0.008
28 C 0.953 -0.795 -1.025  -0.049
29 C 2.123 0.241 -0.840  0.105
30 C 1.746 1.635 -0.291  0.346
31 C 0.654 1.757 0.640  0.766
32 C -0.808 1.450 0.405  -0.017
33 C -1.673 0.327 1.131  0.049
34 C 2.220 0.746 2.989  -0.043
35 H -1.831 -1.986 0.828  0.000
36 H 0.289 -2.415 0.210  0.004
37 H 0.303 -0.284 -1.779  0.008
38 H 1.326 -1.729 -1.549  -0.013
39 H 2.932 -0.335 -0.334  -0.003
40 H 2.498 0.436 -1.875  0.009
41 H 2.574 2.378 -0.164  -0.021
42 H 0.760 2.614 1.323  -0.040
43 H -0.873 1.033 -0.632  0.089
44 H -1.388 2.399 0.448  0.012
45 H -1.629 0.468 2.246  -0.012
46 H -2.757 0.486 0.884  -0.005
47 H 1.753 0.733 3.999  0.007
48 H 2.327 1.718 2.490  -0.001
49 H 3.116 0.097 2.967  0.003
50 C 0.982 -3.988 5.114  -0.007
51 C 1.995 -3.959 4.154  0.010
52 C 2.002 -2.927 3.203  -0.051
53 C 0.963 -2.005 3.295  0.199
54 C -0.055 -1.979 4.238  -0.035
55 C -0.043 -3.025 5.186  0.010
56 H 0.981 -4.773 5.853  0.000
57 H 2.778 -4.734 4.120  0.001
58 H 2.742 -2.816 2.417  0.008
59 H -0.793 -1.193 4.199  0.006
60 H -0.841 -3.068 5.947  0.000

C21H36P2TeV as an isolated structure at a distorted geometry. Source: the OMol25 dataset; level of theory: ωB97M-V/def2-TZVPD.

Calculated values
E = -2715.92749 Eh
LUMO level (alpha / beta) = -0.018 / -0.012 Eh
Kohn-Sham gap (alpha / beta) = 5.238 / 5.227 eV
Total charge = 0
F_max = 5.9 eV Å⁻¹
2S+1 = 4

Each line ends with the Mulliken spin population.
Cartesian coordinates (Å):
1 P 1.222 -0.794 -2.490  0.041
2 P 1.274 -1.125 1.224  -0.089
3 C 2.251 -2.027 -1.553  0.004
4 C 1.859 -2.376 -0.114  0.003
5 H 3.281 -1.642 -1.611  0.000
6 H 2.254 -2.954 -2.154  -0.001
7 H 1.117 -3.190 -0.163  0.002
8 H 2.754 -2.791 0.372  0.001
9 C 2.680 -0.850 2.342  0.011
10 H 2.339 -0.478 3.320  0.006
11 H 3.398 -0.130 1.927  -0.002
12 H 3.137 -1.829 2.515  0.000
13 C 0.242 -2.366 2.113  -0.028
14 H 0.916 -2.906 2.780  0.001
15 H -0.196 -3.105 1.428  0.003
16 H -0.567 -1.961 2.745  -0.001
17 C 1.629 0.041 -4.122  0.021
18 H 0.721 0.104 -4.743  -0.014
19 H 2.363 -0.573 -4.659  0.003
20 H 2.044 1.059 -4.099  -0.003
21 C 0.686 -2.211 -3.793  0.023
22 H 0.355 -3.119 -3.275  -0.001
23 H 1.492 -2.493 -4.476  -0.001
24 H -0.151 -1.874 -4.421  0.002
25 V -1.825 0.758 2.544  2.006
26 C 2.380 0.265 -0.221  0.052
27 C 2.118 0.649 -1.625  0.035
28 C 1.352 1.989 -1.847  0.071
29 C -0.256 1.947 -1.986  -0.006
30 C -0.898 0.788 -2.519  0.869
31 C -0.489 -0.598 -2.242  -0.017
32 C -0.557 -0.830 -0.657  0.106
33 C 0.318 0.067 0.300  -0.149
34 C -3.141 0.698 0.616  0.049
35 H 2.706 1.063 0.452  0.000
36 H 3.104 0.741 -2.136  0.012
37 H 1.729 2.507 -2.730  -0.005
38 H 1.593 2.677 -1.035  -0.006
39 H -0.696 2.262 -1.028  0.078
40 H -0.478 2.801 -2.662  0.020
41 H -1.698 0.910 -3.241  -0.109
42 H -1.130 -1.391 -2.674  -0.061
43 H -0.483 -1.926 -0.482  -0.037
44 H -1.562 -0.586 -0.305  0.026
45 H 0.516 1.102 -0.081  0.191
46 H -0.206 0.436 1.202  0.102
47 H -3.467 -0.191 1.151  -0.047
48 H -2.914 0.454 -0.443  0.024
49 H -4.011 1.393 0.503  0.003
50 Te 0.266 0.376 4.102  -0.008
51 C -1.359 1.645 4.304  -0.159
52 C -1.313 2.648 3.314  0.056
53 C -2.443 2.868 2.546  -0.004
54 C -3.608 2.137 2.824  -0.063
55 C -3.671 1.218 3.879  0.001
56 C -2.545 0.923 4.607  0.011
57 H -0.392 3.149 3.120  0.009
58 H -2.436 3.575 1.738  -0.005
59 H -4.466 2.222 2.160  -0.017
60 H -4.598 0.717 4.115  -0.008
61 H -2.541 0.127 5.345  0.001